{"formula": "C52H38ClCsN6S", "method": "the ωB97M-V functional and the def2-TZVPD basis", "symbols": ["Cs", "Cl", "S", "N", "N", "N", "N", "N", "N", "C", "C", "C", "C", "C", "C", "C", "C", "C", "C", "C", "C", "C", "C", "C", "C", "C", "C", "C", "C", "C", "C", "C", "C", "C", "C", "C", "C", "C", "C", "C", "C", "C", "C", "C", "C", "C", "C", "C", "C", "C", "C", "C", "C", "C", "C", "C", "C", "C", "C", "C", "C", "H", "H", "H", "H", "H", "H", "H", "H", "H", "H", "H", "H", "H", "H", "H", "H", "H", "H", "H", "H", "H", "H", "H", "H", "H", "H", "H", "H", "H", "H", "H", "H", "H", "H", "H", "H", "H", "H"], "coordinates": [[-0.871, -0.494, 0.823], [3.075, 0.825, -3.970], [1.358, -4.557, -0.828], [3.125, -2.859, -1.983], [1.760, -1.840, -0.265], [0.679, 0.313, 2.836], [-0.897, 1.067, -1.470], [3.527, -3.440, 0.244], [-1.568, 1.793, 1.680], [-2.840, 2.104, -0.423], [1.616, -0.672, 4.654], [-0.482, 2.200, 3.866], [0.330, -3.629, -4.862], [0.852, -3.902, 2.375], [-0.718, -4.457, -4.504], [-1.628, 3.655, 5.564], [2.776, 3.399, -3.276], [0.889, 0.415, 5.098], [0.316, 1.017, 3.940], [-1.078, -3.123, -2.537], [-1.593, 4.517, 6.650], [0.792, 4.331, 6.719], [-0.455, 3.111, 5.030], [-2.193, 1.206, -1.318], [0.720, 2.123, -3.519], [2.053, 4.528, -2.930], [0.745, -5.158, 2.953], [-1.432, -4.188, -3.344], [2.742, -4.759, 4.217], [1.206, -0.865, -1.135], [-1.214, 2.594, 2.749], [1.681, -5.589, 3.881], [-2.225, 2.562, 0.810], [1.898, -3.050, 2.724], [-0.383, 4.858, 7.238], [0.668, 4.462, -2.870], [-1.676, 3.943, 2.507], [-6.247, 3.715, -0.139], [-4.533, 2.855, -2.124], [-0.037, 0.867, -3.825], [2.844, -3.500, 3.645], [-6.626, 3.864, -1.470], [0.019, 3.278, -3.164], [-0.632, 0.128, -2.541], [-2.305, 3.924, 1.304], [1.489, -0.681, 3.238], [2.048, 0.242, 0.663], [-2.014, -0.363, -2.946], [-0.018, -2.281, -2.875], [2.110, 2.216, -3.561], [0.660, -2.539, -4.064], [0.757, 3.474, 5.631], [1.565, 0.436, -0.570], [2.468, -3.135, -0.707], [1.938, -1.647, 2.239], [2.021, -1.184, 0.955], [-5.041, 3.131, 0.197], [-4.124, 2.680, -0.782], [-2.922, 0.310, -2.245], [-5.752, 3.419, -2.455], [0.281, -1.032, -2.120], [-0.065, -5.813, 2.655], [-7.577, 4.313, -1.732], [-1.060, 3.221, -3.095], [-0.356, 5.525, 8.091], [3.952, -2.604, 0.634], [0.746, 0.724, 6.123], [1.746, 4.595, 7.162], [-6.918, 4.048, 0.647], [3.428, -1.890, -2.033], [0.589, 0.158, -4.360], [-2.255, -4.831, -3.055], [0.091, 5.333, -2.585], [3.494, -5.096, 4.922], [-0.976, -5.310, -5.121], [1.463, -1.880, -4.375], [-4.789, 2.994, 1.239], [3.177, -4.029, 0.980], [0.147, -3.600, 1.612], [2.193, -1.352, 5.262], [-2.578, 3.379, 5.125], [-6.018, 3.535, -3.501], [3.857, 3.428, -3.318], [2.404, 0.989, 1.349], [2.569, 5.454, -2.711], [-3.996, 0.200, -2.293], [-1.489, 4.798, 3.139], [-2.178, -1.091, -3.726], [-1.631, -2.939, -1.626], [-2.739, 4.760, 0.778], [0.896, -3.825, -5.766], [-2.516, 4.923, 7.045], [1.590, -6.570, 4.332], [3.675, -2.854, 3.907], [-3.855, 2.564, -2.917], [-0.878, 1.127, -4.472], [1.675, 3.085, 5.214], [1.403, 1.375, -1.062], [2.500, -3.056, -2.746]], "lowdin_charge": [1.61, 0.70, 0.43, 0.04, 0.01, -0.08, -0.02, 0.03, -0.12, -0.13, -0.04, -0.05, -0.09, -0.07, -0.11, -0.04, -0.13, -0.06, -0.28, -0.10, -0.10, -0.10, -0.18, -0.38, -0.24, -0.10, -0.09, -0.10, -0.10, -0.32, -0.27, -0.11, -0.29, -0.20, -0.12, -0.08, -0.04, -0.12, -0.06, -0.06, -0.06, -0.14, -0.03, -0.39, -0.04, -0.30, -0.08, -0.01, -0.23, -0.60, -0.07, -0.03, -0.10, -0.95, -0.12, -0.29, -0.05, -0.18, -0.01, -0.12, -0.12, 0.10, 0.08, 0.12, 0.09, 0.07, 0.09, 0.09, 0.09, 0.06, 0.07, 0.10, 0.10, 0.09, 0.09, 0.10, 0.11, 0.02, 0.07, 0.08, 0.12, 0.09, 0.09, 0.12, 0.09, 0.11, 0.10, 0.12, 0.11, 0.10, 0.09, 0.09, 0.09, 0.11, 0.10, 0.12, 0.12, 0.10, 0.01], "lumo_ev": 3.7, "orbital_gap_ev": 4.7230, "total_charge": -2, "energy_ha": -3211.36727, "multiplicity": 1}


{"formula": "C31H26BrIrN3O2", "method": "the ωB97M-V functional and the def2-TZVPD basis", "symbols": ["Ir", "Br", "O", "O", "N", "N", "N", "C", "C", "C", "C", "C", "C", "C", "C", "C", "C", "C", "C", "C", "C", "C", "C", "C", "C", "C", "C", "C", "C", "C", "C", "C", "C", "C", "C", "C", "C", "C", "H", "H", "H", "H", "H", "H", "H", "H", "H", "H", "H", "H", "H", "H", "H", "H", "H", "H", "H", "H", "H", "H", "H", "H", "H", "H"], "coordinates": [[0.461, -0.510, -0.358], [6.925, 0.539, 1.267], [0.923, -2.505, -0.923], [-1.501, -1.485, -1.299], [0.454, 1.157, -1.879], [-0.427, -1.252, 1.657], [-1.241, 0.741, 0.127], [-1.726, -4.922, -0.181], [-0.401, 3.346, -2.263], [2.404, -0.100, 0.218], [1.428, 1.369, -2.771], [-0.965, -6.043, 0.038], [0.278, -3.599, -0.661], [1.030, -4.779, -0.440], [0.614, 3.588, -3.174], [1.524, 2.585, -3.442], [4.158, 1.237, 1.206], [-3.459, -2.611, -0.597], [-0.648, -2.797, 3.441], [-1.941, -2.367, 3.666], [3.364, -1.042, -0.148], [-2.738, 2.424, -0.601], [-3.355, 0.942, 1.166], [-1.971, -2.534, -0.846], [4.705, -0.857, 0.152], [1.543, -2.551, 2.231], [2.406, 0.270, -3.035], [-1.518, 1.768, -0.678], [-2.119, 0.325, 1.043], [-2.451, -1.330, 2.902], [-1.670, -0.794, 1.888], [2.819, 1.044, 0.888], [0.107, -2.196, 2.436], [-3.669, 2.002, 0.330], [-1.149, -3.697, -0.553], [-0.471, 2.110, -1.645], [5.092, 0.284, 0.838], [0.425, -5.965, -0.104], [5.444, -1.587, -0.150], [2.104, -4.712, -0.556], [-2.540, -2.814, 4.447], [-3.433, -0.940, 3.115], [-3.658, -2.847, 0.449], [-2.801, -4.992, -0.079], [-1.434, -6.976, 0.318], [-4.071, 0.605, 1.898], [-3.912, -3.385, -1.215], [2.014, -0.680, -2.676], [-2.966, 3.232, -1.281], [2.314, 2.736, -4.164], [2.103, 1.805, 1.177], [-3.907, -1.651, -0.848], [1.863, -3.308, 2.942], [3.071, -1.940, -0.678], [-0.209, -3.576, 4.047], [-4.635, 2.483, 0.397], [0.693, 4.549, -3.664], [3.345, 0.479, -2.518], [4.476, 2.127, 1.732], [1.708, -2.920, 1.219], [2.619, 0.201, -4.101], [-1.118, 4.118, -2.023], [1.031, -6.846, 0.061], [2.153, -1.656, 2.354]], "lowdin_charge": [1.42, 0.74, -0.24, -0.04, 0.06, 0.09, 0.03, -0.04, 0.01, -0.32, -0.27, -0.08, -0.35, -0.01, -0.01, 0.01, -0.13, 0.00, 0.02, -0.01, -0.15, 0.03, 0.03, -0.37, -0.12, 0.00, -0.01, -0.18, -0.19, 0.01, -0.20, -0.11, -0.26, 0.00, -0.11, -0.19, -0.69, -0.06, 0.11, 0.12, 0.12, 0.11, 0.09, 0.11, 0.10, 0.12, 0.10, 0.06, 0.12, 0.13, 0.10, 0.09, 0.10, 0.09, 0.13, 0.13, 0.12, 0.10, 0.10, 0.05, 0.10, 0.12, 0.11, 0.09], "e_above_lowest_kcal_mol": 60.4, "lumo_ev": -3.8, "orbital_gap_ev": 6.5552, "total_charge": 1, "energy_ha": -4189.82537, "multiplicity": 1}


{"formula": "C9H13F6N4O4S3Ti", "method": "the ωB97M-V functional and the def2-TZVPD basis", "symbols": ["Ti", "S", "S", "S", "F", "F", "F", "F", "F", "F", "O", "O", "O", "O", "N", "N", "N", "N", "C", "C", "C", "C", "C", "C", "C", "C", "C", "H", "H", "H", "H", "H", "H", "H", "H", "H", "H", "H", "H", "H"], "coordinates": [[-0.068, 0.744, 0.493], [-1.920, 1.181, 2.243], [2.088, -0.041, 0.617], [-2.600, -1.016, 0.881], [-3.807, 2.147, 3.852], [-4.253, -1.312, -1.106], [-2.980, 0.417, -1.341], [-4.618, 0.463, 0.072], [-1.979, 1.584, 4.867], [-2.045, 3.392, 3.678], [-2.853, -2.386, 1.041], [-0.402, 0.885, 2.388], [-1.888, 1.909, 0.936], [-1.103, -0.736, 0.334], [2.410, -1.918, -1.308], [1.869, -2.768, 0.650], [0.219, 2.011, -1.036], [-2.739, -0.133, 2.196], [2.098, -3.967, -0.198], [0.330, 3.720, -3.004], [1.728, 4.357, -3.126], [1.477, -2.908, 2.049], [-2.527, 2.219, 3.894], [2.080, -1.687, -0.046], [0.252, 2.769, -1.909], [2.586, -3.373, -1.534], [-3.735, -0.284, -0.522], [0.486, -3.357, 2.103], [1.700, 5.029, -3.981], [0.039, 3.169, -3.904], [1.974, 4.935, -2.239], [1.987, -3.694, -2.382], [3.635, -3.586, -1.731], [1.489, -1.937, 2.538], [1.162, -4.518, -0.291], [2.492, 3.604, -3.303], [-0.449, 4.466, -2.811], [2.836, -4.603, 0.286], [2.834, -1.213, -1.891], [2.193, -3.562, 2.546]], "lowdin_charge": [0.97, 0.83, 0.87, 0.86, 0.28, 0.26, 0.19, 0.23, 0.28, 0.27, -0.14, -0.39, -0.35, -0.41, 0.07, -0.11, 0.10, -0.26, -0.03, -0.15, -0.04, 0.02, -0.64, -0.65, -0.02, -0.05, -0.66, 0.11, 0.10, 0.15, 0.10, 0.14, 0.14, 0.08, 0.14, 0.09, 0.15, 0.15, 0.16, 0.12], "e_above_lowest_kcal_mol": 0.0, "lumo_ev": -12.5, "orbital_gap_ev": 6.5681, "total_charge": 3, "energy_ha": -3512.90322, "multiplicity": 1}


{"formula": "C22H20LiN4O5", "method": "the ωB97M-V functional and the def2-TZVPD basis", "symbols": ["O", "O", "O", "O", "O", "N", "N", "N", "N", "C", "C", "C", "C", "C", "C", "C", "C", "C", "C", "C", "C", "C", "C", "C", "C", "C", "C", "C", "C", "C", "C", "Li", "H", "H", "H", "H", "H", "H", "H", "H", "H", "H", "H", "H", "H", "H", "H", "H", "H", "H", "H", "H"], "coordinates": [[-2.525, -1.817, 0.229], [3.700, 0.329, 4.945], [2.461, 2.025, 4.387], [-3.398, -0.134, -0.689], [-4.597, -1.776, -0.363], [-1.265, 0.304, -2.844], [0.488, -1.332, -0.865], [2.662, 0.820, 4.515], [-0.588, 1.488, -0.018], [-1.715, 0.875, -5.561], [-3.508, -1.239, -0.220], [1.532, -1.460, 4.413], [0.584, 0.406, 3.275], [1.505, -1.231, -1.792], [0.454, -2.286, 4.028], [-1.737, -0.412, -5.106], [-1.442, 1.904, -4.645], [0.660, -2.250, 0.141], [2.706, -3.129, -0.850], [-0.586, -1.710, 3.406], [-1.543, -0.638, -3.760], [-1.030, 3.617, 1.111], [1.198, 3.108, 0.340], [-0.478, -0.397, 2.874], [1.750, -3.128, 0.192], [1.595, -0.051, 4.074], [-1.205, 1.582, -3.323], [-1.461, 2.373, 0.561], [2.627, -2.142, -1.801], [0.290, 3.959, 0.954], [0.737, 1.878, -0.150], [-1.341, -0.302, -0.693], [-1.893, 1.184, -6.580], [-1.512, -1.660, -3.411], [0.570, 4.978, 1.180], [2.256, 3.301, 0.241], [-1.688, 4.312, 1.612], [-2.482, 2.027, 0.633], [3.567, -3.771, -0.731], [-1.955, -1.223, -5.786], [-0.022, -2.322, 0.975], [1.860, -3.684, 1.112], [3.371, -1.958, -2.562], [-1.486, -2.234, 3.120], [-1.243, 0.036, 2.246], [1.345, -0.582, -2.640], [0.604, 1.425, 2.917], [2.342, -2.010, 4.869], [0.429, -3.348, 4.220], [-1.211, 2.867, -5.075], [-0.819, 2.299, -2.613], [1.437, 1.129, -0.492]], "lowdin_charge": [-0.15, 0.06, 0.06, -0.15, -0.11, 0.04, 0.03, -0.35, 0.01, -0.09, -1.25, 0.02, -0.02, -0.12, -0.09, -0.08, -0.07, -0.10, -0.09, -0.08, -0.12, -0.05, -0.08, -0.03, -0.05, -0.14, -0.12, -0.09, -0.08, -0.11, -0.12, 0.54, 0.10, 0.12, 0.10, 0.10, 0.10, 0.11, 0.10, 0.10, 0.08, 0.10, 0.09, 0.12, 0.10, 0.09, 0.10, 0.10, 0.11, 0.09, 0.09, 0.08], "e_above_lowest_kcal_mol": 31.5, "lumo_ev": 1.5, "orbital_gap_ev": 2.9822, "total_charge": -1, "energy_ha": -1453.05051, "multiplicity": 1}


{"formula": "C2H12O3Si3", "method": "the ωB97M-V functional and the def2-TZVPD basis", "symbols": ["Si", "Si", "Si", "O", "O", "O", "C", "C", "H", "H", "H", "H", "H", "H", "H", "H", "H", "H", "H", "H"], "coordinates": [[0.583, 1.555, -1.714], [-0.824, -1.636, 0.275], [0.707, -0.621, -1.151], [-0.122, 1.449, -3.170], [0.484, -0.710, 0.531], [1.661, 0.915, 2.670], [-0.464, -3.099, 1.494], [-0.578, 2.508, -0.492], [-0.235, 2.069, -3.964], [-0.024, 3.161, 0.126], [-1.152, 1.882, 0.119], [1.491, 0.436, 1.876], [1.673, 1.838, 2.585], [0.363, -3.656, 0.957], [-1.959, -0.879, 0.198], [1.939, -1.408, -1.096], [-1.314, 3.121, -1.232], [-0.009, -2.620, 2.370], [-1.402, -3.625, 1.727], [1.681, 2.537, -1.661]], "lowdin_charge": [0.33, 0.49, 0.48, -0.30, -0.60, -0.03, -0.19, -0.22, 0.11, -0.01, -0.03, -0.03, 0.00, 0.05, -0.08, -0.07, 0.09, 0.03, 0.02, -0.03], "e_above_lowest_kcal_mol": 42.5, "smiles": "C[Si@H](O)[Si@H]1O[Si@@H]1C.O", "lumo_ev": -0.3, "orbital_gap_ev": 7.8904, "total_charge": 0, "energy_ha": -1177.59773, "multiplicity": 1}


{"formula": "C5H16N2O2", "method": "the ωB97M-V functional and the def2-TZVPD basis", "symbols": ["O", "O", "N", "N", "C", "C", "C", "C", "C", "H", "H", "H", "H", "H", "H", "H", "H", "H", "H", "H", "H", "H", "H", "H", "H"], "coordinates": [[0.009, -1.725, 1.723], [-2.088, -1.915, 0.943], [0.455, 2.574, 0.021], [-1.211, 0.192, 1.256], [-1.048, -1.113, 1.160], [-1.353, -0.630, -1.977], [-0.156, -1.219, -1.240], [0.984, 1.209, -0.104], [2.137, 0.893, 0.856], [-0.327, -2.265, -0.975], [-1.214, 0.442, -2.136], [1.787, 0.912, 1.897], [1.172, 3.272, -0.164], [-0.279, 0.716, 0.673], [0.730, -1.224, -1.884], [2.564, -0.093, 0.647], [-2.110, 0.495, 0.899], [-1.778, -2.829, 0.868], [-2.275, -0.764, -1.406], [2.952, 1.623, 0.790], [0.119, 2.745, 0.965], [0.754, -1.109, 1.779], [-1.515, -1.093, -2.954], [0.319, -0.241, -0.515], [1.371, 1.149, -1.125]], "lowdin_charge": [0.13, 0.13, -0.05, 0.16, -0.57, -0.16, -0.23, -0.45, -0.14, 0.06, 0.07, 0.06, 0.05, 0.08, 0.07, 0.06, 0.12, 0.14, 0.05, 0.06, 0.05, 0.11, 0.06, 0.06, 0.10], "e_above_lowest_kcal_mol": 104.6, "lumo_ev": 0.5, "orbital_gap_ev": 7.5282, "total_charge": 0, "energy_ha": -459.94984, "multiplicity": 1}